Here is C21H49AlBN4O5 as an isolated structure from the OMol25 dataset. Energies are from ωB97M-V/def2-TZVPD.

Output
Energy above the lowest of the compared OMol25 structures with the same formula, charge and spin in kcal per mole: 0.0
Molecular weight in g/mol: 475.44
Charge: -1
Frontier orbital gap in Eh: 0.23630

Each line ends with the Mulliken charge.
Atoms and positions in Å:
N1 1.26080 1.08431 2.70970  -0.70
C1 1.40268 1.49697 1.48925  0.16
N2 0.75446 0.92999 0.37883  -0.41
N3 2.30289 2.53287 1.19582  -0.11
C2 1.62572 3.80904 0.76048  -0.70
C3 1.17960 4.63989 1.93405  -0.44
C4 0.17350 5.74117 1.61593  -0.91
C5 -0.86658 5.41222 0.54081  -1.06
Al1 -2.07857 3.80425 0.90591  0.05
B1 -4.10297 4.51757 0.92758  0.05
N4 -5.22088 3.74201 0.43772  -0.21
O1 -4.46883 5.80807 1.40822  -0.54
H1 0.58400 0.33408 2.73214  0.23
H2 0.20483 0.13685 0.64641  0.27
H3 0.17963 1.58415 -0.13329  0.21
H4 2.73893 2.73017 2.08489  0.30
H5 0.80818 3.52876 0.11429  0.22
H6 2.36226 4.33045 0.16847  0.19
H7 0.83408 4.02415 2.75001  0.45
H8 2.07246 5.14089 2.30376  0.36
H9 0.68255 6.67582 1.39302  0.35
H10 -0.37631 5.93599 2.53176  0.33
H11 -0.32456 5.20666 -0.38112  0.38
H12 -1.47845 6.28725 0.36695  0.54
H13 -1.66752 2.97315 2.22878  -0.25
H14 -1.95250 2.74966 -0.36298  -0.30
H15 -4.92077 3.01840 -0.19689  0.13
H16 -5.85422 4.32883 -0.09633  0.16
H17 -4.89765 5.71993 2.26269  0.26
C6 -7.93771 -0.49204 -1.78036  -0.55
C7 -8.54676 -0.04723 -0.45287  -0.52
C8 -7.33931 0.56306 0.24798  -0.46
O2 -6.50805 1.09783 -0.77906  -0.32
C9 -6.94439 0.63276 -2.05330  -0.48
H18 -8.66607 -0.61633 -2.58107  0.33
H19 -7.41233 -1.43883 -1.64686  0.26
H20 -9.30830 0.71682 -0.62661  0.27
H21 -9.00102 -0.85709 0.11599  0.33
H22 -6.77062 -0.19658 0.79561  0.29
H23 -7.60336 1.36121 0.94072  0.27
H24 -7.42559 1.46415 -2.58244  0.28
H25 -6.07880 0.31014 -2.63311  0.28
C10 3.69477 -2.20729 -0.33087  -0.01
C11 5.13770 -2.44687 -0.75501  -0.27
C12 5.04910 -3.79763 -1.44423  -0.52
O3 3.75167 -3.87088 -2.03759  -0.36
C13 2.94031 -2.79714 -1.51834  -0.39
H26 3.45906 -1.16166 -0.15354  0.12
H27 3.48576 -2.76022 0.58352  0.16
H28 5.45154 -1.68199 -1.47017  0.29
H29 5.83625 -2.44257 0.07683  -0.02
H30 5.15419 -4.62068 -0.72680  0.27
H31 5.80142 -3.92279 -2.22554  0.27
H32 2.80959 -2.05627 -2.31367  0.20
H33 1.95874 -3.18652 -1.24407  0.25
C14 5.11142 0.36595 3.92548  -0.60
C15 6.49366 0.08271 3.34386  -0.64
C16 6.27759 -1.27249 2.68486  -0.51
O4 4.91594 -1.30857 2.26126  -0.34
C17 4.19219 -0.20964 2.85658  -0.09
H34 4.92159 1.42035 4.11521  0.30
H35 4.98387 -0.17760 4.86468  0.27
H36 6.74259 0.83227 2.58947  0.28
H37 7.29115 0.06911 4.08614  0.37
H38 6.44552 -2.09252 3.39442  0.26
H39 6.92693 -1.42685 1.82037  0.29
H40 3.98427 0.52297 2.07654  0.07
H41 3.24855 -0.55455 3.26342  0.30
C18 -0.10733 -4.52051 -4.07212  -0.50
C19 0.29347 -5.58316 -3.05601  -0.25
C20 -1.05711 -6.16183 -2.65706  -0.47
O5 -1.90106 -6.04154 -3.80863  -0.39
C21 -1.27369 -5.19727 -4.77872  -0.44
H42 0.69396 -4.24136 -4.75322  0.36
H43 -0.44539 -3.61983 -3.55543  0.25
H44 0.90157 -6.34915 -3.54179  0.24
H45 0.85498 -5.19258 -2.21021  0.14
H46 -1.50687 -5.59171 -1.83702  0.28
H47 -1.00209 -7.20937 -2.35954  0.27
H48 -0.92526 -5.82328 -5.60851  0.25
H49 -2.00501 -4.48852 -5.16611  0.28